No. 1
DFT (ωB97M-V/def2-TZVPD) results for a cluster of 9 separate species, C16H34Br12O5 in total in a non-equilibrium geometry.

Geometry as XYZ:
```
67
Properties=species:S:1:pos:R:3:lowdin_charge:R:1
Br -2.8063 0.4623 6.3063 0.62
Br -0.6804 1.9372 -0.8314 0.75
Br -2.5914 5.6883 -3.6604 0.58
Br 1.9713 -0.7486 1.9387 0.73
Br 3.4587 -4.6863 -1.7276 0.63
Br -0.5510 -3.8882 0.3372 0.63
Br -2.1305 -0.8956 3.1746 0.64
Br 6.4762 0.3571 2.9599 0.65
Br 3.9273 3.1285 -2.6303 0.62
Br -0.2168 2.0364 -4.4793 0.61
Br 3.7002 3.9471 1.8234 0.62
Br -4.1658 2.7421 -4.8733 0.61
O -3.4314 0.2423 -1.0750 0.01
O 4.4945 -2.5702 1.4180 -0.12
O 3.1387 -2.8269 4.9233 -0.06
O -5.3708 -0.7654 -0.9878 0.08
O -4.6890 0.5044 0.7414 0.13
C -4.2605 3.4581 -3.0594 -0.68
C 1.5767 -4.8930 -1.2014 -0.66
C 1.2478 0.6463 0.7546 -0.66
C -2.3248 -1.1337 -2.6176 -0.03
C 2.0347 3.0592 -3.0816 -0.73
C 5.6760 2.1231 3.0226 -0.69
C -2.2870 -1.9608 4.7961 -0.69
C 1.1931 -3.5869 -0.4828 -0.71
C -3.5818 -0.3010 -2.4110 -0.28
C -1.8585 -1.1972 6.0307 -0.73
C -0.1478 0.3572 0.2154 -0.60
C 4.5667 2.2149 1.9939 -0.74
C 1.6861 1.9013 -3.9732 -0.64
C -2.9449 4.0468 -2.5956 -0.68
C -4.9247 -1.0596 -2.3163 -0.05
C -4.5087 -0.0197 -0.3249 -0.60
H -3.7162 0.4699 -3.1725 0.09
H 1.8828 -3.2412 0.2699 -0.02
H 5.0168 1.8587 1.0641 0.05
H -1.9473 -1.8808 6.8770 0.07
H 2.2601 1.8338 -4.8893 0.06
H 4.9595 -3.2812 1.8759 0.04
H 1.6584 4.0086 -3.4534 0.06
H -0.1055 -0.4426 -0.5107 0.03
H -2.9906 4.2682 -1.5327 0.07
H -2.2577 -2.0835 -2.0913 0.08
H 1.9199 0.7371 -0.1006 0.05
H -1.4193 -0.5436 -2.4776 0.04
H 6.4263 2.8787 2.8054 0.06
H 0.9788 -4.8889 -2.1043 0.05
H 1.0544 -2.8258 -1.2443 0.05
H 5.2952 2.2828 4.0284 0.06
H 1.3442 1.6107 1.2481 0.04
H -4.7155 -2.1216 -2.4454 0.13
H 1.6609 2.9465 -2.0696 -0.03
H 3.6749 -3.5875 4.6766 0.03
H -0.8615 0.3130 1.0273 -0.01
H -4.4857 2.6173 -2.4019 0.05
H -5.0644 4.1845 -2.9846 0.06
H 1.5731 -5.7773 -0.5822 0.04
H 3.7212 -2.9947 1.0387 -0.04
H -3.3492 -2.1681 4.9573 0.05
H -5.7048 -0.6301 -2.9377 0.14
H 3.0247 -2.3299 4.1041 -0.03
H -2.2036 -1.3201 -3.6961 0.09
H -2.1661 3.3159 -2.7948 -0.06
H 3.7599 1.5059 2.1583 -0.01
H -0.7735 -1.0719 5.9600 0.06
H 1.6770 0.9675 -3.4195 0.04
H -1.8032 -2.9296 4.7099 0.07
```

Output
**Spin multiplicity**: 1
**LUMO**: -0.03 eV
**E**: -867891.1065 eV
**Highest occupied orbital energy**: -9.90 eV
**SMILES string**: C[C@H]1COC(=O)O1.BrCCBr.BrCCBr.BrCCBr.BrCCBr.BrCCBr.BrCCBr.O.O
**F_max**: 2.14 eV Å⁻¹

No. 2
DFT (ωB97M-V/def2-TZVPD) results for a structure of composition C16H34MgO3P2S in a non-equilibrium geometry.

Geometry as XYZ:
```
57
Properties=species:S:1:pos:R:3:lowdin_charge:R:1
S -2.2514 1.4000 2.6651 0.49
P -2.4485 -2.0513 0.9192 0.79
P -0.4448 -1.3658 -1.3373 0.88
Mg -2.2721 0.1807 0.2411 0.40
O -1.1398 1.2350 1.6613 -0.42
O -3.4305 0.7714 1.9611 -0.41
O -1.9292 0.8975 3.9867 -0.31
C 4.3069 2.4666 -0.8286 -0.20
C -0.8181 -1.7914 -3.1251 -0.28
C 3.3343 2.4738 -1.9617 -0.11
C -1.9062 -3.4168 -0.1472 -0.41
C -1.0933 -1.7887 2.1382 -0.24
C -3.7802 -2.7609 1.8955 -0.25
C 4.6632 1.0781 -0.2393 -0.19
C 1.3979 -1.4038 -1.6099 -0.27
C 2.5751 1.0180 1.2411 -0.09
C -2.7171 0.6961 -1.7440 -0.27
C 3.7403 0.5256 0.8013 -0.13
C 2.0196 2.2572 -1.9361 -0.12
C 1.1570 1.9977 -0.7437 -0.20
C 1.7339 2.1450 0.6795 -0.19
C -2.5762 3.1435 2.7384 -0.11
C -0.5133 -3.1510 -0.7093 -0.41
H -2.1382 1.5791 -2.0129 -0.05
H 2.2117 3.1217 0.7937 0.11
H -0.2659 -3.8010 -1.5614 0.08
H -2.3863 -0.1606 -2.3821 -0.09
H 1.4778 2.2669 -2.8995 0.11
H 5.6757 1.1370 0.2007 0.11
H 0.2788 -3.2557 0.0480 0.08
H 0.6716 1.0098 -0.8489 0.05
H -1.8216 3.5936 2.0858 0.07
H -0.8274 -2.7455 2.5891 0.06
H -3.5658 3.3504 2.3181 0.08
H 0.8471 2.1566 1.3384 0.07
H 2.0419 0.4461 2.0252 0.10
H -2.4485 3.4572 3.7658 0.06
H 1.9030 -1.6986 -0.6784 0.04
H -3.4628 -3.7244 2.3274 0.05
H -0.7544 -0.8841 -3.7396 0.05
H 4.7386 0.3658 -1.0745 0.11
H 1.6298 -2.1444 -2.3956 0.04
H -0.2121 -1.3375 1.6540 0.04
H -1.4125 -1.0823 2.9186 0.03
H -1.9507 -4.3661 0.3950 0.09
H -0.0707 -2.5079 -3.4940 0.03
H -4.0648 -2.0455 2.6840 0.06
H -4.6354 -2.9157 1.2169 0.05
H 3.7854 2.6299 -2.9419 0.10
H 1.7595 -0.4151 -1.9266 0.02
H 5.2471 2.8617 -1.2371 0.11
H -1.8170 -2.2339 -3.2428 0.05
H -2.6277 -3.4383 -0.9804 0.09
H -3.7948 0.8332 -1.8912 -0.05
H 0.2994 2.6906 -0.8101 0.12
H 4.0782 -0.4290 1.2302 0.10
H 4.0038 3.1293 -0.0198 0.10
```

Output
**Spin multiplicity**: 1
**LUMO**: 0.59 eV
**E**: -58143.8522 eV
**Highest occupied orbital energy**: -7.62 eV
**F_max**: 2.67 eV Å⁻¹

No. 3
DFT (ωB97M-V/def2-TZVPD) results for a structure of composition C16H34NiO3P2S in a non-equilibrium geometry.

Geometry as XYZ:
```
57
Properties=species:S:1:pos:R:3:lowdin_spin:R:1
Ni 0.8967 0.0629 -1.0279 1.08
S 0.9498 1.3799 4.6833 0.02
P -0.8169 1.8970 -0.9177 0.04
P 0.1702 -0.6512 2.6867 0.05
O 1.2493 0.1971 5.4465 0.00
O 1.9575 2.1642 4.0176 0.01
O -0.0797 0.8220 3.2828 0.01
C -1.0881 -1.3951 -3.6478 0.04
C -0.4740 -0.1251 -3.2052 0.11
C 1.8799 -1.0614 -3.5051 0.01
C -0.2218 2.3680 5.6347 0.01
C 1.3212 -2.1757 -1.3440 0.04
C 1.9628 -0.9432 2.7726 0.02
C -0.8745 2.8269 0.6258 0.01
C 0.0828 -2.6301 -1.7557 0.23
C -2.4682 2.2594 -1.6659 0.02
C -0.7572 -1.7327 3.8150 0.00
C 2.4304 -1.8683 -2.3677 0.04
C 0.9203 0.0211 -3.0132 0.03
C -0.4592 -2.7324 -3.1439 0.04
C 0.2515 2.9759 -1.9639 0.00
C -1.2773 -0.5250 -0.2198 -0.02
C -0.8963 -1.1991 1.0054 0.05
H 1.2821 2.7012 -1.6897 0.01
H 1.5169 -1.6642 -4.3332 0.00
H 2.2849 -1.3966 3.7228 0.00
H -1.2870 -3.4530 -3.0946 0.00
H -0.3963 -2.7333 3.5777 0.00
H 2.5757 -0.0489 2.5787 0.01
H -2.8219 3.2135 -1.2638 0.00
H -1.1279 -1.3685 -4.7410 0.01
H -2.4442 2.3767 -2.7533 0.00
H -1.7974 -1.3648 1.5910 0.00
H 2.2728 -1.6476 1.9916 0.00
H -0.9172 3.9140 0.4551 0.00
H 1.3774 1.0237 -2.9884 0.01
H -0.5010 -2.1904 0.7504 0.00
H 0.3267 2.8013 6.4841 0.00
H 0.1046 2.8683 -3.0448 0.00
H -1.0689 0.7884 -3.3496 0.01
H -2.3089 -0.6926 -0.5262 0.00
H 3.1733 -1.2357 -1.8535 0.02
H -3.1598 1.4584 -1.3849 0.00
H -2.1516 -1.4440 -3.3657 0.00
H 0.0288 4.0163 -1.6958 0.00
H -0.6473 -1.4777 4.8872 0.00
H -1.0240 1.7316 6.0047 0.00
H -1.8002 -1.6552 3.4921 0.00
H -0.7187 -0.6514 -1.1014 0.02
H 1.6438 -2.5296 -0.3482 0.01
H -1.7747 2.4875 1.1498 0.00
H -0.6270 -2.9732 -1.0017 0.01
H -0.5999 3.1454 4.9665 0.00
H 2.7009 -0.5138 -3.9730 0.00
H 3.0119 -2.7475 -2.6918 0.00
H 0.0233 2.5530 1.2325 0.00
H 0.1919 -3.2263 -3.8762 0.01
```

Output
**Spin multiplicity**: 3
**LUMO (spin up / spin down)**: 0.00 / 0.03 eV
**E**: -93732.1582 eV
**Highest occupied orbital energy (spin up / spin down)**: -4.14 / -5.22 eV
**F_max**: 2.92 eV Å⁻¹